(1)
{
  "formula": "C5H11N2P",
  "method": "wB97M-V/def2-TZVPD",
  "gap_ha": [0.2333, 0.2453],
  "e_homo_ev": [-7.1, -7.3],
  "charge": 0,
  "de_lowest_kcal_mol": 128.5,
  "symbols": ["P", "N", "N", "C", "C", "C", "C", "C", "H", "H", "H", "H", "H", "H", "H", "H", "H", "H", "H"],
  "coordinates": [[2.44, -0.47, 0.53], [1.23, 0.53, 0.08], [0.80, -2.44, -0.10], [1.10, 1.91, 0.41], [-0.66, -1.52, 1.58], [-0.24, -1.54, 0.14], [0.38, -0.15, -2.02], [0.00, -0.12, -0.57], [1.96, 2.30, 0.96], [-0.47, -0.42, -2.59], [-1.20, -2.36, 1.90], [1.23, -0.75, -2.11], [0.18, -1.21, 2.30], [1.01, 2.45, -0.60], [0.78, 0.86, -2.22], [-1.20, -0.62, 1.81], [-1.01, -1.81, -0.57], [-0.72, 0.60, -0.28], [0.12, 2.10, 0.98]],
  "mulliken_charge": [-0.059, 0.287, -0.558, -0.763, -1.150, 0.175, -1.366, -0.515, 0.307, 0.402, 0.382, 0.409, 0.194, 0.259, 0.358, 0.349, 0.441, 0.598, 0.249]
}



(2)
{
  "formula": "C5H11N2PS",
  "method": "wB97M-V/def2-TZVPD",
  "gap_ha": 0.3595,
  "e_homo_ev": -8.8,
  "charge": 0,
  "de_lowest_kcal_mol": 0.0,
  "smiles": "CP(=S)(N1CC1)N1CC1",
  "symbols": ["S", "P", "N", "N", "C", "C", "C", "C", "C", "H", "H", "H", "H", "H", "H", "H", "H", "H", "H", "H"],
  "coordinates": [[-0.30, 1.86, 1.27], [-0.09, 0.60, -0.20], [1.30, -0.36, -0.21], [-1.23, -0.63, -0.33], [1.83, -0.80, 1.07], [-1.62, -1.32, 0.88], [-0.06, 1.33, -2.07], [-2.57, -0.44, 0.18], [2.54, 0.22, 0.27], [-2.80, 0.52, 0.64], [-1.70, -2.39, 0.79], [-0.19, 2.41, -2.00], [2.52, 1.24, 0.63], [2.19, -1.81, 1.09], [3.42, -0.06, -0.29], [-3.36, -0.86, -0.43], [-0.88, 0.86, -2.60], [-1.22, -0.97, 1.83], [1.33, -0.46, 1.97], [0.90, 1.07, -2.50]],
  "mulliken_charge": [-0.294, 0.475, -0.294, -0.291, -0.307, -0.271, -1.018, -0.440, -0.444, 0.249, 0.219, 0.320, 0.257, 0.218, 0.234, 0.231, 0.311, 0.255, 0.271, 0.322]
}



(3)
{
  "formula": "C5H11N2PSi",
  "method": "wB97M-V/def2-TZVPD",
  "gap_ha": [0.2419, 0.2414],
  "e_homo_ev": [-8.7, -8.7],
  "charge": 0,
  "symbols": ["P", "Si", "N", "N", "C", "C", "C", "C", "C", "H", "H", "H", "H", "H", "H", "H", "H", "H", "H", "H"],
  "coordinates": [[-0.19, 1.50, 2.05], [-0.01, -0.94, -0.05], [-0.21, 2.40, -0.94], [-0.49, 0.47, 0.92], [-0.06, 3.10, 1.42], [-0.16, 3.22, -0.03], [-0.43, -2.53, 1.04], [-1.13, -0.69, -1.58], [1.71, -0.94, -0.59], [2.58, -0.98, 0.12], [-0.86, -2.34, 2.04], [2.03, -1.62, -1.46], [-1.63, -1.64, -1.78], [1.64, 0.00, -1.10], [-1.91, 0.03, -1.53], [-0.07, 4.29, -0.26], [-1.08, -3.35, 0.65], [-0.51, -0.58, -2.41], [0.35, -3.17, 1.33], [0.42, 3.77, 2.17]],
  "mulliken_charge": [-0.136, 0.257, -0.385, 0.006, -0.419, 0.190, -1.297, -1.133, -0.894, 0.332, 0.343, 0.318, 0.380, 0.286, 0.358, 0.338, 0.350, 0.350, 0.416, 0.341]
}